[1]
Computed, not measured: a 3-piece molecular cluster, C11H20Cl6NO overall, with the ωB97M-V functional and the def2-TZVPD basis.

XYZ file:
```
39
Properties=species:S:1:pos:R:3:nbo_charge:R:1
C 0.782 1.547 -0.126 -0.602
C 1.522 0.134 -0.194 0.122
C 3.041 0.570 0.044 -0.396
C 3.881 -0.514 0.544 -0.415
C 3.152 -1.002 1.808 -0.405
C 1.755 -1.596 1.587 0.113
N 0.923 -0.624 0.890 -0.051
O -0.307 -1.270 0.581 -0.340
C 2.019 -3.032 1.013 -0.646
C 1.194 -1.831 3.012 -0.610
C 1.490 -0.504 -1.614 -0.645
H 1.027 2.179 -0.980 0.212
H 0.930 2.065 0.822 0.213
H -0.262 1.245 -0.208 0.208
H 3.467 0.957 -0.882 0.215
H 3.058 1.405 0.745 0.200
H 4.963 -0.397 0.603 0.223
H 3.796 -1.365 -0.132 0.194
H 3.073 -0.271 2.613 0.201
H 3.786 -1.797 2.198 0.211
H 2.514 -3.691 1.726 0.220
H 1.011 -3.439 0.923 0.226
H 2.452 -3.235 0.034 0.217
H 1.844 -2.494 3.583 0.213
H 0.876 -0.929 3.535 0.221
H 0.275 -2.392 2.841 0.224
H 1.734 0.090 -2.494 0.229
H 0.460 -0.813 -1.793 0.230
H 1.967 -1.482 -1.556 0.215
C -8.271 2.237 -1.762 -0.259
Cl -8.493 4.000 -1.780 0.011
Cl -9.163 1.609 -3.179 0.007
Cl -8.585 1.370 -0.175 0.014
H -7.235 2.214 -2.099 0.227
C -2.947 2.096 -1.930 -0.277
Cl -4.540 1.899 -2.535 0.043
Cl -2.670 3.915 -1.734 -0.042
Cl -1.660 1.540 -2.966 0.040
H -2.856 1.604 -0.962 0.239
```

Calculated values
**M**: 395.00 g/mol
**Spin multiplicity**: 2
**HOMO-LUMO gap (spin up / spin down)**: 9.837 / 9.405 eV
**ΔE to the lowest compared entry with this formula, charge and spin**: 7.5 kcal/mol
**HOMO energy (spin up / spin down)**: -9.431 / -10.082 eV



[2]
Computed, not measured: C11H20InN3O2S as an isolated structure, with the ωB97M-V functional and the def2-TZVPD basis.

XYZ file:
```
38
Properties=species:S:1:pos:R:3:nbo_charge:R:1
In -0.430 -0.133 -0.725 1.662
O 1.646 0.061 -0.306 -0.676
N 2.254 1.158 -0.796 0.007
C 3.573 1.272 -0.522 0.042
C 4.291 2.344 -0.973 -0.216
C 3.641 3.322 -1.724 -0.111
C 2.298 3.186 -1.995 -0.217
C 1.585 2.083 -1.526 0.042
S -0.120 1.939 -1.894 -0.161
H 3.978 0.459 0.061 0.254
H 5.344 2.410 -0.740 0.265
H 4.184 4.180 -2.095 0.260
H 1.767 3.924 -2.578 0.261
N -2.579 -0.649 -1.267 -0.875
C -3.152 -1.882 -0.636 -0.225
C -2.350 -3.132 -0.966 -0.445
C -1.001 -3.248 -0.274 -0.225
N 0.015 -2.313 -0.853 -0.880
H -3.171 0.145 -1.026 0.421
H -2.661 -0.731 -2.280 0.414
H -4.180 -2.003 -0.977 0.232
H -3.174 -1.714 0.440 0.218
H -2.236 -3.242 -2.051 0.219
H -2.949 -3.989 -0.654 0.270
H -0.627 -4.268 -0.359 0.233
H -1.092 -3.013 0.787 0.216
H 0.192 -2.584 -1.820 0.418
H 0.913 -2.438 -0.384 0.430
C -1.271 0.201 3.675 -0.729
C -0.754 0.563 2.338 0.718
C 0.144 1.741 2.200 -0.742
O -1.054 -0.142 1.355 -0.693
H -1.989 0.971 3.977 0.285
H -0.464 0.243 4.410 0.276
H -1.753 -0.772 3.675 0.254
H -0.017 2.466 2.994 0.271
H 0.027 2.212 1.224 0.247
H 1.172 1.372 2.284 0.281
```

Calculated values
**M**: 373.18 g/mol
**HOMO-LUMO gap**: 9.191 eV
**ΔE to the lowest compared entry with this formula, charge and spin**: 0.0 kcal/mol
**HOMO energy**: -15.148 eV
**Net charge**: +2



[3]
Computed, not measured: C11H20LuN2OP as an isolated structure, with the ωB97M-V functional and the def2-TZVPD basis.

XYZ file:
```
36
Properties=species:S:1:pos:R:3:nbo_charge:R:1
C -0.475 0.586 -3.877 -0.383
C -1.207 1.757 -4.243 -0.348
C -0.301 2.875 -4.200 -0.328
C 1.005 2.381 -3.927 -0.334
C 0.911 0.962 -3.675 -0.421
Lu 1.008 -1.408 -1.068 1.256
P -0.308 -3.603 -1.437 -0.140
H -0.852 -0.430 -3.801 0.172
H -2.282 1.792 -4.431 0.191
H -0.583 3.932 -4.298 0.193
H 1.739 0.283 -3.478 0.167
H 1.926 2.960 -3.811 0.191
H 0.508 -4.553 -2.183 0.058
H -1.460 -3.495 -2.325 -0.005
H -0.819 -4.435 -0.390 0.020
C 1.825 -1.489 1.016 -0.555
N 1.031 -0.599 1.891 -0.432
C 0.884 -0.990 3.281 -0.205
C 0.401 0.222 4.012 -0.427
C -0.843 0.835 3.418 -0.204
N -0.804 0.828 1.945 -0.382
C -1.839 1.576 1.238 -0.418
C 0.051 0.088 1.268 0.809
O -0.027 -0.029 -0.042 -0.819
H 2.560 -2.083 1.534 0.249
H 2.431 -0.853 0.218 0.084
H 1.091 -2.370 0.570 0.026
H 0.189 -1.840 3.367 0.196
H 1.861 -1.316 3.635 0.223
H 1.184 0.990 4.042 0.224
H 0.194 -0.055 5.045 0.233
H -0.949 1.876 3.751 0.221
H -1.746 0.294 3.761 0.202
H -2.832 1.157 1.447 0.204
H -1.835 2.621 1.582 0.211
H -1.635 1.536 0.164 0.271
```

Calculated values
**M**: 402.23 g/mol
**HOMO-LUMO gap (spin up / spin down)**: 4.993 / 4.939 eV
**HOMO energy (spin up / spin down)**: -5.235 / -5.188 eV